{"formula": "C35H47LaN10SSb", "method": "the ωB97M-V functional and the def2-TZVPD basis", "total_charge": 1, "spin_multiplicity": 1, "homo_lumo_gap_ev": [4.7, 4.8], "e_above_lowest_kcal_mol": 48.0, "symbols": ["La", "C", "C", "N", "N", "C", "N", "S", "C", "C", "C", "C", "C", "N", "H", "H", "H", "H", "H", "H", "H", "H", "H", "H", "C", "C", "C", "C", "C", "C", "N", "N", "C", "C", "C", "C", "C", "N", "H", "H", "H", "H", "H", "H", "H", "H", "H", "N", "C", "C", "C", "N", "C", "N", "C", "C", "C", "C", "Sb", "C", "C", "C", "C", "C", "C", "C", "C", "H", "H", "H", "H", "H", "H", "H", "H", "H", "H", "H", "H", "H", "H", "H", "H", "H", "H", "H", "H", "H", "H", "H", "H", "H", "H", "H", "H"], "coordinates": [[-0.665, 0.278, 0.172], [-4.781, 1.170, -2.034], [-3.354, 1.054, -1.536], [-3.043, 0.451, -0.425], [-3.982, -0.078, 0.394], [-3.616, -0.962, 1.386], [-4.649, -1.297, 2.216], [-2.116, -1.651, 1.627], [-2.246, 1.667, -2.375], [-2.518, 2.558, -3.410], [-1.454, 3.061, -4.160], [-0.155, 2.677, -3.852], [0.034, 1.805, -2.795], [-0.973, 1.299, -2.056], [-5.355, 0.275, -1.781], [-4.829, 1.257, -3.122], [-5.252, 2.043, -1.574], [-4.959, 0.133, 0.252], [-5.374, -0.617, 2.391], [-4.384, -1.862, 3.016], [-3.523, 2.882, -3.649], [-1.638, 3.752, -4.979], [0.692, 3.050, -4.418], [1.028, 1.476, -2.505], [-4.756, 4.610, 0.101], [-4.628, 3.224, 0.070], [-3.359, 2.641, 0.112], [-2.199, 3.425, 0.186], [-2.349, 4.820, 0.216], [-3.618, 5.409, 0.174], [-0.965, 2.742, 0.224], [0.032, 3.494, 0.290], [1.311, 2.869, 0.331], [2.410, 3.724, 0.404], [3.699, 3.196, 0.449], [3.868, 1.819, 0.419], [2.737, 1.027, 0.347], [1.478, 1.514, 0.302], [-5.742, 5.067, 0.068], [-5.512, 2.594, 0.013], [-3.266, 1.557, 0.087], [-1.477, 5.465, 0.273], [-3.713, 6.491, 0.199], [2.258, 4.798, 0.426], [4.560, 3.856, 0.506], [4.856, 1.373, 0.453], [2.812, -0.056, 0.321], [-0.436, 0.890, 2.570], [-0.142, 1.361, 3.589], [0.216, 1.936, 4.829], [-0.497, 3.051, 5.324], [-1.083, 3.967, 5.729], [1.288, 1.395, 5.576], [2.167, 0.951, 6.188], [3.492, -2.991, 2.526], [3.639, -2.820, 1.008], [4.721, -1.764, 0.742], [4.105, -4.162, 0.405], [1.695, -2.021, 0.218], [0.141, -3.553, 0.697], [-0.268, -3.310, 2.164], [0.625, -4.994, 0.535], [-1.109, -3.337, -0.166], [1.984, -1.711, -1.975], [0.627, -1.605, -2.685], [2.819, -2.802, -2.647], [2.692, -0.351, -2.132], [4.458, -3.293, 2.987], [2.756, -3.783, 2.758], [3.161, -2.040, 2.996], [5.689, -2.064, 1.200], [4.421, -0.782, 1.167], [4.893, -1.649, -0.344], [5.072, -4.469, 0.860], [4.268, -4.106, -0.679], [3.394, -4.978, 0.590], [0.585, -3.444, 2.853], [-1.071, -4.012, 2.477], [-0.644, -2.271, 2.292], [1.417, -5.215, 1.270], [0.994, -5.166, -0.498], [-0.201, -5.708, 0.745], [-1.455, -2.284, -0.103], [-1.936, -4.001, 0.168], [-0.911, -3.604, -1.215], [0.118, -2.579, -2.706], [0.763, -1.306, -3.747], [-0.019, -0.850, -2.188], [2.363, -3.800, -2.480], [3.853, -2.782, -2.261], [2.893, -2.618, -3.741], [2.083, 0.455, -1.668], [2.844, -0.101, -3.205], [3.682, -0.348, -1.640], [-1.465, -1.407, -1.136]]}

---

{"formula": "C35H48HfO2P3Sb", "method": "the ωB97M-V functional and the def2-TZVPD basis", "total_charge": 4, "spin_multiplicity": 1, "homo_lumo_gap_ev": 4.1, "symbols": ["P", "C", "H", "H", "H", "C", "H", "H", "H", "C", "H", "H", "H", "P", "C", "H", "H", "H", "C", "H", "H", "H", "C", "H", "H", "H", "P", "C", "H", "H", "H", "C", "H", "H", "H", "C", "H", "H", "H", "Hf", "C", "O", "C", "O", "C", "C", "C", "C", "C", "C", "H", "H", "H", "H", "H", "H", "C", "C", "C", "C", "C", "C", "Sb", "C", "C", "C", "C", "C", "C", "C", "C", "C", "C", "C", "C", "H", "H", "H", "H", "H", "H", "H", "H", "H", "H", "H", "H", "H", "H", "H"], "coordinates": [[2.448, -0.274, -1.566], [3.308, -0.560, 0.114], [4.391, -0.593, -0.001], [3.002, -1.511, 0.549], [3.078, 0.231, 0.825], [3.250, -1.835, -2.295], [3.271, -1.814, -3.383], [2.701, -2.719, -1.970], [4.283, -1.935, -1.962], [3.713, 1.053, -2.068], [4.724, 0.647, -2.053], [3.678, 1.888, -1.369], [3.525, 1.452, -3.063], [-0.858, 2.963, -2.033], [-0.955, 4.161, -0.550], [-1.468, 5.083, -0.823], [0.042, 4.438, -0.209], [-1.495, 3.724, 0.289], [0.056, 4.260, -3.078], [-0.027, 4.059, -4.145], [1.111, 4.280, -2.804], [-0.356, 5.256, -2.914], [-2.663, 3.305, -2.522], [-2.820, 4.370, -2.698], [-3.334, 2.997, -1.720], [-2.959, 2.768, -3.420], [-2.040, -1.503, -1.567], [-2.951, -1.877, 0.068], [-3.515, -2.808, -0.001], [-3.664, -1.088, 0.306], [-2.259, -1.977, 0.903], [-3.670, -1.538, -2.541], [-4.328, -2.327, -2.177], [-3.508, -1.728, -3.601], [-4.188, -0.585, -2.430], [-1.471, -3.309, -1.739], [-2.328, -3.983, -1.747], [-0.838, -3.585, -0.896], [-0.898, -3.480, -2.647], [-0.153, 0.411, -1.572], [0.968, 1.728, -0.246], [1.552, 2.394, 0.472], [-1.779, 0.992, -0.242], [-2.607, 1.310, 0.475], [-1.406, 0.093, -4.920], [-0.740, -1.088, -4.890], [0.582, -1.156, -4.713], [1.272, -0.014, -4.949], [0.682, 1.185, -4.974], [-0.662, 1.180, -5.145], [-2.473, 0.141, -5.061], [-1.290, -2.006, -5.015], [1.064, -2.120, -4.690], [2.334, -0.065, -5.121], [1.278, 2.065, -5.156], [-1.155, 2.079, -5.474], [0.408, 3.533, 4.207], [1.581, 2.880, 3.831], [1.520, 1.676, 3.116], [0.285, 1.090, 2.774], [-0.881, 1.789, 3.147], [-0.823, 2.988, 3.860], [0.167, -0.789, 1.563], [1.825, -1.807, 2.634], [2.311, -3.049, 2.185], [3.336, -3.710, 2.877], [3.865, -3.157, 4.045], [3.357, -1.958, 4.536], [2.338, -1.298, 3.845], [-1.495, -1.346, 2.975], [-1.146, -2.357, 3.893], [-2.067, -2.854, 4.817], [-3.366, -2.357, 4.843], [-3.743, -1.360, 3.943], [-2.821, -0.858, 3.017], [0.451, 4.465, 4.754], [2.539, 3.314, 4.082], [2.447, 1.212, 2.817], [-1.849, 1.441, 2.886], [-1.739, 3.498, 4.134], [1.905, -3.492, 1.286], [3.718, -4.652, 2.510], [4.655, -3.666, 4.583], [3.741, -1.540, 5.457], [1.954, -0.406, 4.295], [-0.158, -2.783, 3.897], [-1.772, -3.637, 5.506], [-4.081, -2.749, 5.554], [-4.756, -0.981, 3.957], [-3.168, -0.113, 2.329]]}

---

{"formula": "C35H49AsN4O6PRbS", "method": "the ωB97M-V functional and the def2-TZVPD basis", "total_charge": -2, "spin_multiplicity": 1, "homo_lumo_gap_ev": 4.9, "e_above_lowest_kcal_mol": 10.7, "symbols": ["Rb", "O", "C", "C", "N", "C", "C", "O", "O", "C", "C", "O", "O", "H", "H", "H", "H", "H", "H", "H", "H", "H", "C", "C", "C", "C", "N", "C", "C", "C", "C", "C", "C", "N", "H", "H", "H", "H", "H", "H", "H", "H", "C", "C", "C", "C", "C", "C", "C", "C", "C", "S", "C", "N", "H", "H", "H", "H", "H", "H", "H", "H", "C", "As", "C", "C", "O", "H", "H", "H", "H", "H", "H", "H", "H", "H", "C", "C", "P", "C", "C", "C", "C", "H", "H", "H", "H", "H", "H", "H", "H", "H", "H", "H", "H", "H", "H", "H"], "coordinates": [[0.606, 0.519, 0.130], [0.280, 4.060, 2.208], [1.147, 3.703, 3.257], [2.602, 3.614, 2.810], [2.827, 2.395, 2.063], [3.166, 1.235, 2.858], [2.193, 0.057, 2.677], [2.699, -1.082, 2.488], [0.972, 0.307, 2.739], [3.560, 2.531, 0.821], [2.917, 3.608, -0.084], [3.668, 4.451, -0.589], [1.663, 3.515, -0.201], [0.672, 3.751, 1.350], [0.862, 2.723, 3.669], [1.034, 4.455, 4.051], [3.273, 3.682, 3.687], [2.825, 4.475, 2.171], [3.103, 1.500, 3.921], [4.191, 0.892, 2.663], [3.507, 1.581, 0.279], [4.628, 2.769, 0.979], [-2.430, -2.807, -2.413], [-3.057, -3.648, -1.513], [-3.313, -3.180, -0.231], [-2.919, -1.885, 0.084], [-2.340, -1.061, -0.786], [-2.095, -1.516, -2.008], [-3.058, -1.348, 1.466], [-4.168, -1.621, 2.266], [-4.212, -1.078, 3.539], [-3.152, -0.297, 3.974], [-2.085, -0.088, 3.108], [-2.043, -0.596, 1.884], [-2.173, -3.123, -3.415], [-3.321, -4.662, -1.791], [-3.759, -3.818, 0.521], [-1.580, -0.850, -2.695], [-4.982, -2.223, 1.884], [-5.068, -1.258, 4.180], [-3.142, 0.146, 4.961], [-1.213, 0.491, 3.393], [3.925, -1.249, -0.743], [3.481, -1.949, -1.991], [4.087, -3.172, -2.374], [3.675, -3.769, -3.525], [2.663, -3.173, -4.311], [2.235, -3.761, -5.528], [1.258, -3.128, -6.244], [0.678, -1.938, -5.785], [1.033, -1.314, -4.594], [0.229, 0.113, -4.056], [2.094, -1.966, -3.841], [2.529, -1.389, -2.690], [4.794, -1.730, -0.290], [3.119, -1.249, -0.008], [4.184, -0.214, -0.973], [4.865, -3.607, -1.758], [4.118, -4.702, -3.863], [2.689, -4.687, -5.863], [0.913, -3.549, -7.184], [-0.104, -1.470, -6.373], [-0.169, -4.458, 1.456], [1.040, -2.964, 1.799], [0.401, -2.593, 3.582], [2.703, -3.926, 1.893], [0.825, -2.014, 0.461], [-0.046, -5.250, 2.199], [0.034, -4.837, 0.456], [-1.192, -4.086, 1.480], [0.528, -3.526, 4.136], [-0.659, -2.360, 3.508], [0.934, -1.769, 4.033], [2.640, -4.650, 2.706], [3.519, -3.230, 2.053], [2.814, -4.449, 0.942], [-4.252, 3.395, 1.142], [-3.002, 2.546, 0.944], [-1.950, 2.828, -0.554], [-1.780, 4.664, -0.490], [-0.786, 5.220, -1.502], [-3.229, 2.584, -1.868], [-2.681, 2.598, -3.288], [-4.780, 3.103, 2.054], [-4.954, 3.288, 0.313], [-4.007, 4.454, 1.232], [-3.265, 1.484, 0.914], [-2.326, 2.668, 1.796], [-1.427, 4.888, 0.521], [-2.767, 5.130, -0.606], [0.186, 4.740, -1.385], [-0.653, 6.295, -1.354], [-1.127, 5.072, -2.528], [-4.030, 3.327, -1.757], [-3.668, 1.603, -1.660], [-2.348, 3.595, -3.581], [-3.445, 2.284, -4.004], [-1.832, 1.922, -3.405]]}

---

{"formula": "C35H49Br2F6N6O19S3", "method": "the ωB97M-V functional and the def2-TZVPD basis", "total_charge": 1, "spin_multiplicity": 1, "homo_lumo_gap_ev": 7.2, "symbols": ["C", "C", "N", "C", "C", "C", "S", "S", "C", "C", "C", "C", "N", "C", "C", "O", "C", "N", "N", "N", "C", "N", "C", "S", "C", "Br", "C", "C", "Br", "H", "H", "H", "H", "H", "H", "H", "H", "H", "H", "H", "H", "H", "H", "H", "H", "H", "H", "H", "H", "H", "H", "H", "H", "H", "H", "H", "H", "H", "H", "H", "C", "C", "O", "C", "O", "O", "F", "H", "H", "H", "C", "C", "O", "C", "O", "O", "F", "H", "H", "H", "C", "C", "O", "C", "O", "O", "F", "H", "H", "H", "C", "C", "O", "C", "O", "O", "F", "H", "H", "H", "C", "C", "O", "C", "O", "O", "F", "H", "H", "H", "C", "C", "O", "C", "O", "O", "F", "H", "H", "H"], "coordinates": [[2.549, 1.575, -3.253], [1.943, 3.024, -2.728], [0.439, 2.899, -2.742], [-0.218, 3.338, -1.460], [0.118, 4.862, -0.968], [-0.202, 3.472, -3.981], [-0.298, 5.107, -4.431], [-0.955, 2.220, -5.212], [-2.837, 2.535, -5.264], [-3.578, 1.072, -5.260], [-4.799, 0.941, -4.140], [-4.331, 1.268, -2.604], [-5.265, 1.969, -1.648], [-6.049, 3.160, -2.144], [-5.151, 4.367, -2.792], [-3.928, 4.709, -2.049], [-4.561, 2.075, -0.315], [-4.625, 3.072, 0.628], [-3.870, 2.904, 1.789], [-3.712, 0.785, -0.334], [-3.910, -0.009, -1.609], [-5.122, -0.902, -1.760], [-5.795, -1.082, -0.578], [-6.381, -1.419, 1.010], [-2.691, -0.986, -2.119], [-0.877, -0.122, -1.899], [-2.666, -2.476, -1.434], [-1.242, -2.884, -0.719], [-2.948, -3.862, -2.904], [2.969, 0.953, -2.340], [1.648, 0.953, -3.706], [3.328, 1.734, -4.118], [2.288, 3.884, -3.451], [2.365, 3.210, -1.652], [0.076, 2.605, -0.565], [-1.407, 3.260, -1.530], [1.153, 5.288, -1.310], [0.119, 4.922, 0.222], [-0.704, 5.643, -1.335], [-3.146, 3.188, -6.209], [-3.065, 3.181, -4.314], [-2.752, 0.250, -5.153], [-4.040, 0.934, -6.352], [-5.234, -0.159, -4.290], [-5.667, 1.659, -4.534], [-3.321, 1.903, -2.566], [-6.745, 3.584, -1.287], [-6.768, 2.768, -3.009], [-5.838, 5.345, -2.760], [-4.978, 4.157, -3.945], [-3.094, 4.444, -2.537], [-5.233, 3.914, 0.483], [-3.606, 3.850, 2.197], [-2.940, 2.485, 1.531], [-3.638, 0.271, 0.565], [-2.816, -1.162, -3.292], [-3.511, -2.681, -0.652], [-1.011, -2.177, 0.205], [-0.345, -2.999, -1.463], [-1.407, -3.965, -0.240], [-5.974, 2.890, 4.409], [-5.279, 2.123, 5.482], [-5.138, 3.064, 6.522], [-6.192, 3.915, 6.375], [-6.569, 4.692, 7.236], [-6.781, 3.786, 5.147], [-4.045, 1.743, 5.081], [-5.282, 3.459, 3.779], [-6.585, 2.249, 3.768], [-5.837, 1.254, 5.845], [2.115, 5.189, 4.563], [1.685, 6.172, 3.528], [0.763, 5.447, 2.747], [0.215, 4.536, 3.600], [-0.810, 3.915, 3.373], [0.951, 4.409, 4.747], [2.724, 6.527, 2.739], [2.933, 4.545, 4.222], [2.415, 5.672, 5.496], [1.201, 7.067, 3.933], [3.314, -2.892, -3.585], [4.008, -3.659, -2.513], [4.149, -2.718, -1.473], [3.095, -1.867, -1.620], [2.718, -1.090, -0.759], [2.507, -1.996, -2.848], [5.242, -4.039, -2.914], [4.006, -2.323, -4.215], [2.702, -3.533, -4.226], [3.450, -4.529, -2.149], [8.140, -6.157, -0.171], [7.887, -6.083, -1.638], [6.589, -6.615, -1.776], [5.961, -6.326, -0.602], [4.753, -6.379, -0.440], [6.850, -5.963, 0.373], [8.746, -6.875, -2.316], [8.523, -7.133, 0.144], [8.830, -5.382, 0.172], [7.914, -5.067, -2.047], [10.308, -5.409, 3.927], [9.831, -4.481, 2.862], [8.428, -4.524, 2.992], [8.202, -4.792, 4.309], [7.127, -4.637, 4.864], [9.330, -5.248, 4.934], [10.159, -4.946, 1.635], [10.325, -6.454, 3.601], [11.301, -5.140, 4.297], [10.180, -3.449, 2.976], [-0.334, -4.659, 3.624], [-1.624, -5.402, 3.699], [-2.593, -4.404, 3.469], [-1.973, -3.484, 2.678], [-2.558, -2.621, 2.045], [-0.615, -3.651, 2.673], [-1.818, -5.906, 4.938], [-0.057, -4.192, 4.575], [0.493, -5.292, 3.290], [-1.728, -6.196, 2.952]]}

---

Max |F|, respectively: 0.14332; 0.09793; 0.02530; 0.17493 hartree/bohr.
DFT total energy, respectively: -70175.1925; -76835.6015; -136957.3721; -273811.1615 eV.